Entry 1:
DFT (ωB97M-V with the def2-TZVPD basis set) results for C14H25AlN5O6S as an isolated structure at a distorted geometry.

Structure (XYZ):
```
52
C14H25AlN5O6S, DFT ωB97M-V with the def2-TZVPD basis set
O -3.980 1.717 0.354
H -4.311 2.619 0.186
Al -0.422 0.242 0.496
N -0.522 -1.241 -0.664
N -1.950 -0.579 1.283
N 0.885 1.077 -0.612
N -0.606 1.972 1.163
O 0.098 -1.413 -1.807
O 1.597 0.511 -1.619
O -1.385 2.299 2.236
O -2.603 -0.078 2.280
C -2.192 -1.850 0.838
C -1.319 -2.246 -0.203
C 1.158 2.356 -0.288
C 0.277 2.881 0.688
C -1.127 -3.593 -0.783
H -0.120 -3.960 -0.543
H -1.235 -3.572 -1.873
H -1.848 -4.297 -0.360
C -3.244 -2.675 1.465
H -4.203 -2.147 1.439
H -2.977 -2.891 2.508
H -3.342 -3.620 0.925
C 2.334 3.038 -0.875
C 0.386 4.276 1.168
H 2.655 2.560 -1.805
H 3.185 3.006 -0.177
H 2.108 4.093 -1.067
H -0.345 4.488 1.952
H 0.237 4.961 0.318
H 1.405 4.447 1.554
H 0.996 -0.364 -1.827
H -1.916 1.430 2.421
C -2.965 1.476 -0.659
H -2.731 0.413 -0.618
H -2.094 2.111 -0.459
H -3.380 1.703 -1.655
O -0.910 0.374 -4.480
H -0.675 1.307 -4.328
H -0.749 -0.069 -3.626
S 0.943 -0.366 2.369
C 2.084 -1.189 1.384
N 3.082 -0.438 0.819
C 4.035 -0.980 0.013
C 3.989 -2.336 -0.261
C 2.958 -3.125 0.270
C 2.011 -2.546 1.098
H 3.112 0.559 1.034
H 4.783 -0.288 -0.359
H 4.766 -2.768 -0.884
H 2.898 -4.191 0.041
H 1.169 -3.093 1.530
```

Summary:
Charge   +1
LUMO level (alpha / beta)   -4.868 / -4.873 eV

***

Entry 2:
DFT (ωB97M-V with the def2-TZVPD basis set) results for one molecule with the formula C4H7NO at a distorted geometry.

Structure (XYZ):
```
13
C4H7NO, DFT ωB97M-V with the def2-TZVPD basis set
O -1.453 -1.090 0.771
C -0.934 0.176 0.491
C 0.457 0.567 1.092
C 1.028 0.694 -0.331
N 0.542 -0.862 -0.969
C -0.301 0.285 -0.907
H -0.873 -1.707 0.294
H -1.718 0.906 0.696
H 0.930 -0.181 1.730
H 0.427 1.530 1.620
H 1.810 -0.008 -0.724
H 0.861 -0.932 -1.948
H -0.777 0.622 -1.816
```

Summary:
SMILES   O[C@H]1C[C@H]2N[C@@H]12
LUMO level   1.049 eV

***

Entry 3:
DFT (ωB97M-V with the def2-TZVPD basis set) results for one molecule with the formula C5H6OS at a distorted geometry.

Structure (XYZ):
```
13
C5H6OS, DFT ωB97M-V with the def2-TZVPD basis set
C -3.058 -0.161 0.094
C -1.619 0.100 -0.340
C -0.386 0.121 -0.444
C 0.994 0.691 -0.076
O 1.310 1.905 0.079
C 1.925 -0.548 0.189
S 3.769 -0.183 -0.112
H -2.819 -0.166 1.331
H -3.925 0.564 -0.182
H -3.374 -1.184 -0.480
H 1.542 -1.164 -0.626
H 2.018 -1.042 1.105
H 3.623 1.067 -0.537
```

Summary:
SMILES   CC#CC(=O)CS
LUMO level   -0.099 eV

***

Entry 4:
DFT (ωB97M-V with the def2-TZVPD basis set) results for a 11-piece molecular cluster, C24H70O20 overall at a distorted geometry.

Structure (XYZ):
```
114
C24H70O20, DFT ωB97M-V with the def2-TZVPD basis set
C -6.070 -1.634 3.254
C -4.568 -1.431 3.133
C -4.022 -0.442 4.142
O -4.037 -2.791 3.318
H -6.335 -2.291 2.442
H -6.696 -0.738 3.316
H -6.241 -2.222 4.142
H -4.324 -1.035 2.116
H -4.062 0.571 3.726
H -3.001 -0.797 4.403
H -4.620 -0.435 5.054
H -3.082 -2.757 3.197
C -0.875 -0.159 0.554
C -0.686 -0.748 1.888
C -0.437 -2.280 1.812
O 0.370 -0.108 2.579
H -1.690 -0.653 0.059
H 0.024 -0.457 0.001
H -0.965 0.903 0.487
H -1.586 -0.511 2.468
H -0.218 -2.646 2.839
H 0.260 -2.551 1.051
H -1.350 -2.758 1.448
H 1.166 -0.081 1.962
O -1.784 3.014 -1.601
C -2.626 4.125 -1.489
C -3.601 4.109 -0.363
O -4.327 2.907 -0.062
H -2.322 2.321 -2.036
H -2.025 5.017 -1.341
H -3.141 4.301 -2.418
H -4.396 4.832 -0.703
H -3.066 4.508 0.472
H -3.764 2.521 0.648
O 0.141 -4.732 -0.788
C -1.222 -4.383 -1.059
C -1.296 -3.260 -2.043
O -0.956 -3.710 -3.388
H 0.168 -5.557 -0.257
H -1.735 -5.182 -1.545
H -1.688 -4.099 -0.154
H -0.695 -2.399 -1.790
H -2.282 -2.921 -2.261
H -0.084 -4.199 -3.391
O -1.977 1.134 -4.712
C -1.796 0.408 -3.491
C -3.097 0.093 -2.784
O -3.783 1.310 -2.502
H -2.525 1.907 -4.620
H -1.189 -0.465 -3.749
H -1.131 0.990 -2.786
H -2.855 -0.497 -1.871
H -3.803 -0.566 -3.341
H -4.320 1.188 -1.690
O -1.197 4.764 1.162
C -1.024 4.338 2.441
C -1.121 2.812 2.570
O -2.446 2.441 2.284
H -0.367 4.596 0.663
H -0.110 4.627 2.886
H -1.874 4.779 3.019
H -0.782 2.437 3.569
H -0.564 2.278 1.833
H -3.009 2.844 2.980
O 0.951 -1.567 4.970
C 2.132 -2.255 4.612
C 3.271 -1.316 4.613
O 4.293 -2.024 3.973
H 0.701 -0.980 4.221
H 2.291 -3.124 5.270
H 1.988 -2.670 3.603
H 3.509 -0.912 5.616
H 3.001 -0.451 4.025
H 5.094 -1.991 4.509
O 5.858 0.015 -0.263
C 5.599 0.291 1.158
C 4.279 1.023 1.285
O 3.100 0.153 1.237
H 6.107 0.896 -0.621
H 5.566 -0.616 1.787
H 6.401 0.961 1.513
H 4.317 1.734 0.436
H 4.297 1.667 2.189
H 3.109 -0.307 0.378
O 2.307 -1.701 -0.486
C 3.427 -2.568 -0.236
C 3.957 -3.194 -1.567
O 2.804 -3.412 -2.432
H 2.034 -1.872 -1.394
H 4.225 -2.008 0.167
H 3.124 -3.374 0.464
H 4.470 -4.144 -1.378
H 4.559 -2.490 -2.132
H 2.015 -3.569 -1.852
O 3.206 0.423 -4.285
C 1.915 -0.163 -3.946
C 1.543 -1.150 -4.997
O 2.617 -2.094 -5.146
H 3.833 -0.277 -4.541
H 1.943 -0.668 -2.957
H 1.194 0.636 -4.003
H 1.438 -0.678 -5.947
H 0.569 -1.657 -4.681
H 2.674 -2.707 -4.432
O 0.521 3.559 -3.765
C 1.559 4.161 -3.004
C 1.827 3.367 -1.804
O 0.746 3.535 -0.834
H -0.053 4.316 -4.037
H 2.446 4.309 -3.617
H 1.264 5.159 -2.711
H 2.813 3.692 -1.407
H 1.983 2.310 -2.117
H -0.104 3.150 -1.117
```

Summary:
SMILES   CC(C)O.CC(C)O.OCCO.OCCO.OCCO.OCCO.OCCO.OCCO.OCCO.OCCO.OCCO
LUMO level   0.256 eV

***

Entry 5:
DFT (ωB97M-V with the def2-TZVPD basis set) results for one molecule with the formula C4H5F at a distorted geometry.

Structure (XYZ):
```
10
C4H5F, DFT ωB97M-V with the def2-TZVPD basis set
C 2.078 0.216 -0.136
C 0.981 -0.022 0.114
C -0.418 -0.096 0.433
C -1.179 1.081 -0.184
F -0.770 -1.283 -0.220
H 3.214 0.444 -0.113
H -0.577 -0.187 1.447
H -2.259 0.683 -0.215
H -0.838 1.548 -1.249
H -1.385 1.988 0.753
```

Summary:
SMILES   C#C[C@@H](C)F
LUMO level   0.994 eV

***

Entry 6:
DFT (ωB97M-V with the def2-TZVPD basis set) results for C18H15Br4MoN2O4PS5 as an isolated structure at a distorted geometry.

Structure (XYZ):
```
50
C18H15Br4MoN2O4PS5, DFT ωB97M-V with the def2-TZVPD basis set
Mo 18.834 12.693 5.482
Br 21.944 6.525 6.813
C 21.618 8.377 6.522
C 22.621 9.325 6.719
Br 24.360 8.748 7.238
C 22.322 10.674 6.577
Br 23.668 11.980 6.791
C 21.041 11.106 6.275
O 20.648 12.376 6.222
C 20.026 10.135 5.986
O 18.882 10.641 5.581
C 20.336 8.784 6.159
Br 18.968 7.504 5.869
C 15.544 15.345 4.271
C 15.681 16.260 5.461
O 16.397 15.782 6.627
P 17.479 14.563 6.714
S 18.962 13.637 3.608
S 16.542 12.770 6.430
O 17.883 14.779 8.243
C 17.039 14.349 9.324
C 16.151 15.476 9.761
H 15.018 15.940 3.517
H 14.949 14.479 4.482
H 16.513 15.029 3.854
H 14.675 16.505 5.819
H 16.182 17.190 5.165
H 17.710 13.997 10.131
H 16.438 13.511 8.984
H 16.748 16.371 10.000
H 15.605 15.161 10.654
H 15.452 15.735 8.984
S 12.247 5.661 5.840
C 13.070 7.070 6.066
S 14.818 7.084 5.694
C 14.894 8.707 6.263
N 13.784 9.249 6.670
N 12.735 8.315 6.524
C 11.490 8.817 6.948
C 11.404 10.101 7.487
C 10.178 10.583 7.928
C 9.025 9.813 7.831
C 9.151 8.556 7.280
C 10.343 8.055 6.824
S 16.386 9.647 6.177
H 12.300 10.704 7.555
H 10.137 11.602 8.293
H 8.055 10.184 8.148
H 8.264 7.957 7.137
H 10.378 7.093 6.379
```

Summary:
Multiplicity   4
Charge   -1
LUMO level (alpha / beta)   2.018 / -0.179 eV

***

Entry 7:
DFT (ωB97M-V with the def2-TZVPD basis set) results for C50H63Cl2CuN5O3 as an isolated structure at a distorted geometry.

Structure (XYZ):
```
124
C50H63Cl2CuN5O3, DFT ωB97M-V with the def2-TZVPD basis set
C -1.409 -4.947 -8.343
N -1.858 -4.367 -7.052
C -2.626 -5.068 -6.202
C -2.777 -4.645 -4.903
C -2.230 -3.437 -4.443
C -1.524 -2.692 -5.385
C -1.286 -3.220 -6.638
C -2.583 -2.921 -3.074
C -3.836 -3.283 -2.570
C -4.163 -2.843 -1.307
N -3.352 -2.071 -0.581
C -2.097 -1.746 -1.004
C -1.706 -2.199 -2.246
C -3.857 -1.421 0.656
H -0.522 -5.540 -8.112
H -1.168 -4.159 -9.047
H -2.105 -5.679 -8.746
H -2.952 -6.042 -6.541
H -3.298 -5.194 -4.132
H -1.039 -1.745 -5.188
H -0.836 -2.578 -7.384
H -4.552 -3.818 -3.174
H -5.106 -3.083 -0.832
H -1.640 -1.136 -0.226
H -0.671 -2.073 -2.538
H -4.790 -0.889 0.473
H -3.098 -0.750 1.048
H -4.117 -2.207 1.365
C 0.199 2.479 -2.086
N 1.218 1.405 -2.017
C 1.730 0.980 -0.853
C 2.660 -0.057 -0.854
C 2.870 -0.834 -1.996
C 2.412 -0.289 -3.201
C 1.561 0.802 -3.163
C 3.550 -2.171 -1.977
C 3.694 -2.848 -0.779
C 4.269 -4.112 -0.744
N 4.709 -4.629 -1.891
C 4.658 -3.986 -3.082
C 4.129 -2.705 -3.123
C 5.363 -5.982 -1.861
H 0.148 2.844 -3.105
H 0.321 3.202 -1.283
H -0.718 1.945 -1.820
H 1.356 1.542 -0.007
H 2.924 -0.210 0.187
H 2.643 -0.525 -4.231
H 1.073 1.173 -4.055
H 3.284 -2.408 0.116
H 4.311 -4.722 0.147
H 4.978 -4.545 -3.948
H 4.083 -2.321 -4.133
H 6.147 -5.880 -1.110
H 6.030 -6.029 -2.722
H 4.673 -6.815 -1.796
Cu 0.716 -1.230 1.998
C 4.612 -0.483 8.876
C 4.473 -0.231 7.362
C 3.052 0.078 6.842
C 2.085 -1.070 7.091
N 0.643 -0.895 6.592
C -0.159 0.107 7.476
C -0.926 0.972 6.443
C 0.069 1.030 5.299
C 0.468 -0.424 5.176
C 0.084 -2.286 6.747
H 4.075 0.217 9.514
H 5.662 -0.225 9.023
H 4.448 -1.520 9.155
H 4.847 -1.062 6.762
H 5.010 0.659 7.032
H 3.075 0.453 5.811
H 2.569 0.948 7.306
H 2.006 -1.124 8.177
H 2.410 -2.034 6.701
H -0.853 -0.547 7.994
H 0.502 0.675 8.124
H -1.766 0.320 6.194
H -1.259 1.945 6.793
H -0.413 1.342 4.370
H 0.892 1.714 5.507
H -0.384 -0.996 4.806
H 1.355 -0.514 4.542
H 0.579 -2.972 6.067
H -1.000 -2.231 6.644
H 0.231 -2.626 7.771
C -1.544 1.495 1.544
O -0.535 0.531 1.351
H -1.842 1.641 2.589
H -1.130 2.450 1.203
H -2.450 1.257 0.975
Cl 0.750 5.385 2.588
C 1.299 3.841 3.276
C 2.714 3.465 2.978
Cl 3.041 3.067 1.279
H 0.560 3.043 3.191
H 1.285 3.929 4.370
H 2.985 2.547 3.506
H 3.485 4.168 3.283
C -0.788 5.120 -6.384
C -1.131 6.428 -6.020
C -1.816 6.674 -4.846
C -2.251 5.631 -4.019
C -2.100 4.340 -4.501
C -1.346 4.090 -5.640
C -2.651 3.183 -3.741
O -2.393 2.008 -3.963
C -3.499 3.475 -2.540
C -3.923 2.453 -1.691
C -4.652 2.718 -0.537
C -5.099 4.012 -0.278
C -4.575 5.046 -1.038
C -3.709 4.797 -2.084
C -2.966 5.938 -2.723
O -2.793 7.015 -2.218
H -0.188 4.982 -7.272
H -0.831 7.298 -6.589
H -1.924 7.701 -4.524
H -1.037 3.139 -6.060
H -3.885 1.471 -2.154
H -4.875 1.885 0.117
H -5.665 4.152 0.632
H -4.698 6.081 -0.744
```

Summary:
Charge   +5
LUMO level   -13.099 eV

***

Entry 8:
DFT (ωB97M-V with the def2-TZVPD basis set) results for one molecule with the formula C18H20ClNO4S2.

Structure (XYZ):
```
46
C18H20ClNO4S2, DFT ωB97M-V with the def2-TZVPD basis set
C 2.358 1.954 0.552
C 1.258 0.997 0.098
O 0.478 1.569 -0.935
C 0.881 1.457 -2.226
C 2.097 0.946 -2.667
C 2.377 0.870 -4.021
C 1.459 1.304 -4.959
C 0.242 1.818 -4.540
C -0.041 1.886 -3.191
Cl -1.567 2.497 -2.653
C 0.348 0.665 1.299
O 0.664 1.035 2.412
N -0.763 -0.081 1.080
C -1.164 -0.587 -0.223
C -0.187 -1.556 -0.810
C 0.154 -1.715 -2.118
C 1.101 -2.746 -2.319
C 1.463 -3.353 -1.162
S 0.650 -2.691 0.202
C -1.582 -0.450 2.231
C -2.186 0.766 2.955
C -3.012 0.228 4.106
S -2.162 -1.332 4.563
O -1.625 -1.269 5.892
O -3.032 -2.435 4.255
C -0.856 -1.255 3.295
H 3.005 2.214 -0.281
H 2.944 1.492 1.341
H 1.906 2.861 0.945
H 1.697 0.047 -0.241
H 2.835 0.601 -1.961
H 3.327 0.468 -4.339
H 1.683 1.246 -6.012
H -0.492 2.158 -5.253
H -1.317 0.240 -0.921
H -2.130 -1.088 -0.099
H -0.253 -1.118 -2.914
H 1.494 -3.011 -3.283
H 2.158 -4.155 -1.016
H -2.405 -1.071 1.864
H -1.371 1.387 3.326
H -2.787 1.358 2.264
H -3.030 0.879 4.972
H -4.021 -0.047 3.814
H -0.598 -2.260 2.981
H 0.001 -0.727 3.698
```

Summary:
SMILES   C[C@H](Oc1ccccc1Cl)C(=O)N(Cc1cccs1)[C@@H]1CCS(=O)(=O)C1
LUMO level   0.495 eV

***

Entry 9:
DFT (ωB97M-V with the def2-TZVPD basis set) results for one molecule with the formula C2H6N2O2 at a distorted geometry.

Structure (XYZ):
```
12
C2H6N2O2, DFT ωB97M-V with the def2-TZVPD basis set
C 0.443 0.995 -0.401
C -0.353 -0.150 0.064
N 0.193 -2.501 -0.076
N 0.397 2.068 0.372
O 0.573 -1.188 -0.499
O -0.842 -0.276 1.208
H -0.610 -2.757 -0.656
H -0.184 -2.428 0.870
H 0.636 2.986 0.033
H 0.075 1.898 1.323
H 0.772 1.080 -1.430
H -1.101 0.273 -0.808
```

Summary:
LUMO level   0.033 eV

***

- Number 4 is which compound?
  C24H70O20

***

- What is the formula in the fifth record?
  C4H5F